Here is a molecular structure, C36H34Br2F3N6O7PS2SeSiTi from the OMol25 dataset. Energies are from wB97M-V/def2-TZVPD.

Each line ends with the Löwdin charge.
CARTESIAN COORDINATES (ANGSTROEM)
Ti1 0.783379 0.175514 -0.309455  0.923
Br1 2.466637 -3.985606 1.740864  0.807
C1 3.057138 -3.267266 0.100121  -0.586
C2 3.954191 -4.001743 -0.704883  -0.156
C3 4.401127 -3.493103 -1.889143  -0.615
Br2 5.603318 -4.518502 -2.932558  0.778
C4 3.978584 -2.216773 -2.345759  -0.175
C5 4.368427 -1.578782 -3.544491  -0.009
C6 3.887402 -0.331102 -3.828165  -0.014
C7 2.999853 0.294425 -2.931276  -0.103
N1 2.607059 -0.284323 -1.826603  0.005
C8 3.086415 -1.513275 -1.526508  -0.190
C9 2.608426 -2.035645 -0.293785  -0.385
O1 1.775674 -1.274007 0.391278  -0.226
H1 4.284654 -4.974547 -0.369773  0.097
H2 5.042719 -2.082935 -4.223051  0.086
H3 4.171520 0.182978 -4.735306  0.111
H4 2.601005 1.282152 -3.133753  0.126
Se1 -1.475260 4.490126 -1.434330  0.635
C10 -0.649311 2.923721 -1.180984  -0.811
N2 -0.076265 1.930757 -0.999326  0.012
F1 5.126441 0.386485 -0.243859  0.164
C11 4.760139 0.959757 0.895968  -0.647
F2 4.229407 0.018625 1.699348  0.125
F3 5.844845 1.448230 1.496851  0.147
S1 3.532365 2.304381 0.627714  0.551
O2 4.218822 3.305825 -0.120874  -0.235
O3 3.198313 2.674714 2.006963  -0.319
O4 2.427961 1.665525 -0.081042  -0.382
O5 -0.723085 -0.407211 0.379053  -0.427
Si1 -2.131829 -0.944454 1.030270  0.549
C12 -3.358252 0.440542 0.793963  -0.215
C13 -3.927287 1.191099 1.823156  -0.111
C14 -4.742981 2.280127 1.541728  -0.094
C15 -4.987636 2.643239 0.224238  -0.096
C16 -4.420992 1.913916 -0.812128  -0.093
C17 -3.618342 0.819001 -0.527808  -0.085
C18 -2.670715 -2.490823 0.146592  -0.220
C19 -1.721471 -3.458394 -0.192087  -0.099
C20 -2.100573 -4.646328 -0.795026  -0.076
C21 -3.441827 -4.888870 -1.064283  -0.089
C22 -4.398062 -3.941391 -0.731319  -0.088
C23 -4.012227 -2.749428 -0.131225  -0.087
C24 -1.728453 -1.392125 2.806487  -0.200
C25 -2.697716 -1.508472 3.801932  -0.084
C26 -2.360516 -1.897323 5.092321  -0.084
C27 -1.043708 -2.201913 5.404522  -0.097
C28 -0.069539 -2.128824 4.415950  -0.101
C29 -0.409033 -1.724026 3.131574  -0.105
H5 -3.710891 0.941375 2.854557  0.083
H6 -5.186990 2.847277 2.351385  0.099
H7 -5.614549 3.498452 0.004479  0.100
H8 -4.595073 2.203952 -1.840356  0.104
H9 -3.162202 0.266170 -1.344670  0.110
H10 -0.668856 -3.277497 0.007747  0.095
H11 -1.350733 -5.379930 -1.063185  0.104
H12 -3.739520 -5.814883 -1.540050  0.100
H13 -5.443314 -4.126391 -0.945287  0.099
H14 -4.766492 -2.008026 0.110525  0.100
H15 -3.736345 -1.293049 3.575149  0.103
H16 -3.128046 -1.972978 5.852419  0.101
H17 -0.782425 -2.519716 6.406383  0.098
H18 0.952360 -2.417888 4.642264  0.093
H19 0.353712 -1.685811 2.360308  0.063
C30 -0.203613 3.168808 -5.103882  -0.029
C31 -0.233950 1.670619 -5.078754  -0.333
C32 -0.338179 0.916503 -6.239126  -0.029
C33 -0.323098 -0.460176 -6.085817  -0.140
N3 -0.216023 -1.054321 -4.907430  0.047
C34 -0.150493 -0.242824 -3.839218  -0.757
S2 -0.107289 -1.087687 -2.307410  0.777
N4 -0.145288 1.089674 -3.881840  0.101
H20 -0.533321 3.558285 -6.065832  0.075
H21 0.812719 3.521726 -4.915840  0.086
H22 -0.830088 3.569173 -4.307596  0.034
H23 -0.424504 1.379818 -7.211662  0.102
H24 -0.391855 -1.117345 -6.947526  0.106
N5 2.332080 0.997210 3.857917  0.120
C35 1.094461 1.762956 4.210805  -0.153
P1 0.114041 1.928458 2.657314  0.498
O6 -1.335661 1.862053 2.994183  -0.299
O7 0.867477 0.976348 1.783645  -0.391
C36 0.300492 3.633437 1.942393  -0.170
N6 -1.083933 4.193417 1.813928  0.106
H25 2.055976 0.137377 3.372308  0.133
H26 2.917817 0.782240 4.660604  0.164
H27 2.868780 1.548610 3.132610  0.076
H28 1.377898 2.708017 4.669476  0.106
H29 0.497752 1.178108 4.910155  0.102
H30 0.725047 3.546405 0.944039  0.069
H31 0.934049 4.298847 2.523527  0.104
H32 -1.719129 3.439230 2.165662  0.110
H33 -1.309134 4.407045 0.812370  -0.031
H34 -1.224410 5.032981 2.367238  0.154

Force components x, y, z for each atom (eV/Å):
Ti -0.004 -0.208 -0.360
Br -0.002 -0.004 -0.006
C 0.025 -0.018 -0.025
C 0.014 0.017 -0.018
C -0.014 -0.019 0.016
Br 0.000 0.003 0.000
C 0.031 0.014 0.007
C -0.015 0.017 -0.017
C 0.015 -0.033 0.013
C 0.061 0.114 0.000
N -0.240 0.051 -0.024
C 0.025 -0.027 0.020
C 0.155 0.136 0.020
O 0.072 -0.347 0.090
H 0.001 0.001 -0.002
H 0.008 0.004 0.001
H 0.006 0.001 -0.003
H -0.021 -0.029 0.005
Se -0.026 0.033 -0.041
C 0.085 -0.033 -0.157
N -0.163 0.234 0.070
F -0.041 0.005 0.033
C 0.034 0.066 -0.082
F 0.008 -0.074 0.022
F -0.041 -0.028 0.021
S -0.147 0.114 -0.169
O 0.019 -0.015 -0.001
O 0.116 0.025 0.008
O 0.472 0.178 0.032
O -0.077 -0.262 -0.013
Si -0.081 0.034 0.091
C -0.029 -0.024 0.046
C -0.065 -0.054 0.004
C 0.013 -0.012 0.005
C 0.010 0.005 -0.021
C -0.012 -0.004 -0.016
C 0.028 0.021 0.004
C -0.009 0.033 -0.011
C 0.019 -0.007 0.028
C 0.007 0.004 -0.009
C 0.002 0.006 -0.002
C 0.000 -0.001 -0.007
C -0.002 -0.014 -0.030
C -0.044 0.001 -0.006
C 0.017 0.039 0.029
C -0.013 0.011 0.003
C 0.004 -0.002 -0.005
C 0.032 0.021 0.020
C 0.009 0.013 -0.040
H -0.012 0.021 -0.039
H -0.004 -0.003 0.007
H -0.006 0.001 -0.005
H 0.003 0.004 0.004
H -0.011 -0.004 0.000
H -0.020 -0.002 -0.002
H -0.003 0.001 0.000
H 0.000 -0.001 0.002
H 0.000 0.000 -0.002
H 0.002 0.002 0.005
H -0.005 -0.008 0.002
H -0.002 0.001 -0.001
H 0.001 0.000 -0.001
H -0.010 0.008 -0.018
H 0.014 0.007 0.024
C 0.012 0.004 0.036
C -0.014 0.016 -0.067
C -0.019 0.002 0.019
C 0.019 0.002 0.015
N -0.080 0.034 -0.006
C 0.346 -0.120 -0.018
S -0.389 0.140 0.452
N 0.110 0.025 0.015
H 0.009 0.011 0.000
H 0.009 -0.001 -0.007
H -0.017 -0.002 -0.020
H -0.001 -0.003 -0.003
H 0.004 0.005 0.000
N 0.021 -0.022 0.086
C 0.158 -0.081 -0.032
P -0.026 0.342 0.124
O 0.110 0.010 0.011
O -0.245 -0.327 -0.387
C 0.034 -0.006 -0.038
N -0.045 -0.129 0.124
H -0.015 0.001 0.033
H -0.034 -0.021 0.019
H -0.120 0.065 0.112
H 0.019 -0.001 -0.025
H 0.007 -0.005 0.000
H 0.032 0.014 0.049
H -0.026 -0.030 0.035
H -0.005 0.058 -0.010
H -0.042 0.001 -0.007
H 0.001 0.008 -0.010

The calculation puts the gap between HOMO and LUMO at 6.95 eV. The multiplicity is 1. For the energy, the calculation gives -12373.595989 hartree. As for the energy relative to the best compared isomer or geometry (same formula, charge and spin): 96.6 kJ/mol. Its largest force on an atom is 0.613 eV/A. For the highest occupied orbital energy, the calculation gives -7.5 eV.